# 1
A molecular structure, C32H24AsF6N5O11S8W at a distorted geometry, computed with the ωB97M-V functional and the def2-TZVPD basis.

Structure (ORCA input):
```
! RIJCOSX wB97M-V def2-TZVPD def2/J DEFGRID3
* xyz -2 3
C -4.308 2.363 -0.177
H 4.280 5.680 3.074
N -0.848 1.693 1.289
H 0.364 3.962 3.139
C 0.768 -1.433 -2.938
H -2.081 3.392 -3.162
N -0.560 1.346 2.486
O -1.017 0.679 -2.580
H -5.975 2.752 -1.448
H 4.912 4.296 5.027
C -0.033 -3.421 1.079
H -5.455 -4.377 -1.091
O -1.160 -0.103 -0.411
H -4.569 3.418 -3.388
N -1.246 -3.851 0.845
H 3.491 0.766 -2.875
H -2.114 -7.753 0.242
C 1.358 4.048 3.564
F 3.797 5.051 -1.931
S 3.019 2.997 -0.530
O 1.435 -0.141 -0.831
O 5.038 0.824 1.019
C 3.911 4.234 4.618
H -4.282 -8.470 -0.652
F 4.614 -1.429 -1.911
H 2.559 -2.183 -3.807
C -0.057 -5.811 0.324
H -5.963 -6.793 -1.371
S 0.430 -1.872 1.567
C -4.895 2.749 -1.361
C -3.058 1.937 2.465
C 0.712 2.303 5.244
C -2.895 2.349 -0.019
S 4.059 0.370 0.027
C 2.971 4.013 -2.116
C -4.727 -5.127 -0.807
H -4.937 2.023 0.633
C -4.068 -7.411 -0.566
S -1.528 -0.495 -1.835
C 0.679 1.004 2.834
C 2.280 4.914 2.996
C 2.990 3.363 5.179
C 1.272 -3.772 -3.107
H -4.001 2.467 2.359
H 1.969 -4.559 -3.367
H -0.230 -5.148 -2.426
F 1.763 4.503 -2.336
C -0.463 -1.785 -2.355
S 0.328 -7.356 -0.228
C 0.040 -4.108 -2.567
C 5.223 -0.445 -1.246
O 3.052 0.221 -3.551
C -0.848 -3.106 -2.207
O 1.196 1.865 -2.341
N -1.251 -5.189 0.438
H -3.255 0.901 2.761
N 3.689 1.684 -0.999
F 6.211 -1.000 -0.533
S 2.003 1.023 1.835
H -3.291 -3.666 -0.163
C -2.271 2.007 1.198
H 0.863 2.166 6.316
H 3.273 2.737 6.019
C -2.529 -5.660 0.025
C -4.107 3.130 -2.452
C 1.702 3.267 4.664
C -2.126 2.732 -1.150
C -3.503 -4.715 -0.306
F 5.779 0.393 -2.123
H -1.827 -3.335 -1.811
F 3.402 3.345 -3.173
W 0.406 1.223 -0.657
O -2.895 -0.848 -1.999
O 1.552 2.945 -0.061
O 3.799 3.794 0.370
O 0.802 0.654 -4.905
C 3.557 5.013 3.525
C -2.725 3.120 -2.336
C -5.012 -6.477 -0.961
O -0.804 2.751 -1.009
C 1.625 -2.445 -3.329
S 1.160 -4.687 0.793
H -0.313 2.617 5.052
As 1.320 0.419 -3.384
C -2.834 -7.015 -0.066
S 0.894 0.612 4.548
H -2.492 2.383 3.283
H 2.009 5.491 2.122
*
```

Computed properties:
**Frontier orbital gap (alpha / beta)**: 4.783 / 4.997 eV
**M**: 1283.85 g mol⁻¹
**ΔE to the lowest compared entry with this formula, charge and spin**: 0.000 eV



# 2
A molecular structure, C32H24AsN12O3Rh, computed with the ωB97M-V functional and the def2-TZVPD basis.

Structure (ORCA input):
```
! RIJCOSX wB97M-V def2-TZVPD def2/J DEFGRID3
* xyz 0 5
C 1.593 2.476 -2.625
C -3.422 -1.289 1.535
C -1.809 3.415 0.980
C -0.654 3.309 0.210
C -2.457 2.263 -2.338
H -5.041 -1.142 0.096
H 4.887 1.942 -3.172
H 3.681 -2.965 3.172
C -2.613 -0.303 -3.399
C 3.780 1.159 -1.516
Rh -0.172 -1.518 1.667
N -0.251 -3.335 2.930
C -1.054 -4.091 2.139
H -1.517 6.641 1.945
C -1.275 5.706 1.458
C 1.630 0.106 3.811
N -0.408 -2.574 -0.473
C 3.809 -0.800 3.361
H 0.993 0.961 3.996
C 2.833 2.550 -3.242
N 1.620 -2.125 -1.657
H -3.623 -0.338 2.010
N -0.270 -3.297 -2.558
O -0.229 0.372 0.494
C -1.567 1.279 -1.925
H 1.106 4.319 -0.505
N 2.002 -1.999 0.698
N -1.477 -3.264 -0.843
N 3.774 -2.212 -0.608
C 3.051 0.239 3.760
N 1.022 -1.065 3.665
C -2.585 -3.569 0.135
C 3.922 1.889 -2.685
C -2.119 4.613 1.600
O 1.736 -4.522 3.357
H -4.378 -3.194 -1.117
H -4.119 2.725 -3.610
C -1.647 -0.006 -2.453
H 2.094 -2.350 -2.520
H 2.947 3.111 -4.159
C 1.051 -3.524 3.241
H 2.408 0.525 0.023
H -2.675 -1.303 -3.807
C -2.091 -3.174 1.498
H 4.888 -0.740 3.318
H 0.735 2.970 -3.069
H 3.502 1.178 4.053
C -4.177 -1.719 0.400
H 0.543 6.450 0.597
C 2.543 1.089 -0.892
H -2.403 3.262 -1.920
N -2.471 -2.033 2.075
C -3.424 1.961 -3.288
C 1.456 1.745 -1.449
C -0.119 5.600 0.700
H -2.462 2.557 1.104
As -0.243 1.610 -0.582
C 0.196 4.400 0.077
O -0.980 -5.253 1.782
H 4.626 0.634 -1.091
C 2.438 -2.111 -0.546
N -1.425 -3.685 -2.065
H -3.016 4.694 2.200
C -3.820 -2.833 -0.264
H -4.257 0.446 -4.553
H -0.966 -0.778 -2.114
C 3.149 -2.054 2.893
N 4.186 -2.190 0.639
C -3.500 0.681 -3.816
N 3.136 -2.079 1.385
C 0.342 -2.641 -1.562
C 1.718 -2.150 3.337
H -2.681 -4.655 0.080
*
```

Computed properties:
**Frontier orbital gap (alpha / beta)**: 7.208 / 6.258 eV
**M**: 802.45 g mol⁻¹



# 3
A molecular structure, C32H24BeN3O4P, computed with the ωB97M-V functional and the def2-TZVPD basis.

Structure (ORCA input):
```
! RIJCOSX wB97M-V def2-TZVPD def2/J DEFGRID3
* xyz 0 1
C 1.260 -0.268 3.314
C 0.661 -2.709 0.365
C 2.181 -3.519 2.557
H -2.967 7.853 2.665
H 2.511 -1.927 -0.412
H -1.721 5.870 3.536
C 0.184 -3.602 -2.291
H -3.955 5.715 -0.931
H 1.495 1.875 0.160
C -2.780 4.681 0.540
C 1.466 -0.810 -2.565
H 2.775 -3.835 3.405
C 0.987 -4.687 -1.955
H -1.007 -3.535 1.434
C 0.088 -4.409 -4.567
C 0.187 -0.009 2.488
C 0.050 1.543 -2.234
C 1.223 1.540 -2.969
H 0.332 -4.249 3.370
C -0.272 -3.482 -3.606
H 3.538 1.496 1.536
H -0.532 2.449 -2.117
H 3.353 0.105 3.598
H -0.909 -2.647 -3.880
N -1.783 2.601 0.871
H -4.062 7.777 0.475
O -1.471 -1.282 3.624
C -2.903 6.949 2.074
C 0.061 -3.356 1.442
O -2.045 -0.049 1.824
N -1.594 0.434 -0.851
C -1.228 -0.521 2.715
N 0.292 0.743 1.389
H -2.248 1.131 -1.231
H 3.849 -2.648 1.519
C -2.526 3.321 -0.031
H 1.965 -6.464 -2.644
H 2.850 0.350 -3.717
C 0.898 -5.487 -4.224
H 1.344 -4.806 -0.940
C 2.786 -2.852 1.496
C -3.473 5.762 0.037
C 1.469 1.270 1.057
C 0.818 -3.761 2.536
C -1.517 3.387 1.990
C -2.206 5.850 2.569
C 1.939 0.360 -3.133
H 1.176 -6.217 -4.973
P -0.411 -2.368 -1.076
H -2.044 -0.479 -0.784
C 1.340 -5.624 -2.920
C -0.405 0.365 -1.648
O -0.873 3.036 2.951
C -2.162 4.724 1.775
H 1.108 -0.880 4.191
C -3.526 6.906 0.829
C 2.595 1.055 1.828
Be -1.356 0.982 0.821
C 0.296 -0.832 -1.801
C 2.030 -2.445 0.409
H -0.267 -4.297 -5.583
C 2.485 0.280 2.975
H 1.569 2.457 -3.427
O -2.914 2.923 -1.122
H 1.999 -1.738 -2.733
*
```

Computed properties:
**Frontier orbital gap**: 8.778 eV
**M**: 554.55 g mol⁻¹
**ΔE to the lowest compared entry with this formula, charge and spin**: 0.000 eV



# 4
A gas-phase ion, C32H24Cl2NO (charge +1) at a distorted geometry, computed with the ωB97M-V functional and the def2-TZVPD basis.

Structure (ORCA input):
```
! RIJCOSX wB97M-V def2-TZVPD def2/J DEFGRID3
* xyz 1 1
C 1.301 4.015 -1.714
C -2.071 -4.037 -0.647
C 0.529 0.948 0.314
C 0.484 3.223 -0.891
H -0.561 1.111 0.393
C 2.212 0.633 -2.467
H -2.573 4.488 -1.752
H -2.373 -0.658 -1.457
C 3.497 0.467 -3.003
C 1.239 2.207 -0.082
H 0.036 -2.189 -0.242
C 2.161 -0.229 4.062
C 3.651 -1.666 -1.815
H -1.505 2.942 -0.087
C -0.097 -0.324 5.042
C -0.672 5.101 -2.606
H -0.386 0.478 -1.794
H 4.178 -2.586 -1.584
Cl -5.297 -6.401 -0.861
H -2.476 -6.167 -0.434
C 1.646 -0.366 -1.660
N 1.060 0.614 1.648
H 1.855 -2.355 -0.824
C -2.012 0.246 3.686
H 1.644 1.551 -2.667
C 0.200 0.378 2.720
C 4.266 -0.609 -2.499
H 3.890 1.154 -3.748
C 2.982 0.154 3.010
C -4.285 -5.021 -0.831
H 2.581 -0.626 4.986
H -4.433 -1.629 -1.195
C -1.841 -1.540 -1.067
C 2.410 0.446 1.785
C 2.326 -1.551 -1.398
C 0.718 4.936 -2.570
H -2.143 -0.551 5.671
H -0.982 -4.137 -0.526
C -0.907 3.444 -0.853
O 2.419 2.494 0.181
C -1.490 4.350 -1.753
H -1.624 1.130 1.793
C -1.179 0.620 2.645
Cl 5.955 -0.667 -2.724
C -1.468 -0.243 4.881
C -4.858 -3.745 -1.009
C 0.240 -0.153 -1.088
H -5.934 -3.618 -1.127
C -4.029 -2.633 -1.034
C -2.628 -2.749 -0.892
H 3.041 0.692 0.922
C -0.532 -1.393 -0.747
H -1.121 5.836 -3.273
H -3.080 0.372 3.556
H 4.060 0.280 3.128
C 0.774 -0.059 3.953
H 0.339 -0.658 5.987
H 2.383 3.892 -1.637
H 1.378 5.530 -3.185
C -2.898 -5.171 -0.619
*
```

Computed properties:
**SMILES**: O=C(c1ccccc1)[C@@H]([C@H](/C=C/c1ccc(Cl)cc1)c1ccc(Cl)cc1)[n+]1cccc2ccccc21
**Frontier orbital gap**: 6.468 eV
**M**: 509.46 g mol⁻¹
**ΔE to the lowest compared entry with this formula, charge and spin**: 0.059 eV



no.,E_tot (Ha)
1,-8422.8372
2,-4462.7501
3,-2055.4378
4,-2283.9192